C6H4N2 as an isolated structure at a distorted geometry. Source: the Open Molecules 2025 dataset; level of theory: ωB97M-V/def2-TZVPD.

Structure (XYZ):
```
12
Properties=species:S:1:pos:R:3
C -1.53 -0.22 -0.06
C -0.16 -0.91 0.11
C 0.82 0.14 0.24
C -0.23 1.43 0.12
C 2.23 0.05 -0.11
C 3.41 -0.32 -0.08
H -2.45 -1.75 0.26
H -0.10 -1.92 0.18
H 0.30 2.36 -0.14
H 4.35 -1.35 -0.20
N -2.72 -0.84 -0.12
N -1.47 1.08 -0.09
```

Values from the calculation:
- E: -9260.126 eV
- Frontier orbital gap: 7.9474 eV
- HOMO: -9.44 eV
- Spin multiplicity: 1
- Relative energy (zero: lowest compared OMol25 entry of this formula, charge and spin): 135.8 kcal/mol

=====

One molecule with the formula C6H4N2O4 at a distorted geometry. Source: the Open Molecules 2025 dataset; level of theory: ωB97M-V/def2-TZVPD.

Structure (XYZ):
```
16
Properties=species:S:1:pos:R:3
C 2.13 -0.75 0.05
C 2.24 0.71 0.14
C 0.93 -1.36 -0.16
C 1.11 1.49 0.06
C -0.25 -0.58 -0.21
C -0.20 0.91 -0.21
N -2.47 -0.45 -0.88
N -2.81 -0.08 0.45
O -2.03 -0.45 1.28
O -3.87 0.41 0.63
O -1.33 -1.11 -0.89
O -1.28 1.42 -0.50
H 2.92 -1.47 0.03
H 3.10 1.27 0.33
H 0.75 -2.46 -0.29
H 1.07 2.52 0.17
```

Values from the calculation:
- E: -17448.424 eV
- Frontier orbital gap (spin up / spin down): 7.2245 / 7.1777 eV
- HOMO (spin up / spin down): -9.58 / -8.92 eV
- Spin multiplicity: 1
- Relative energy (zero: lowest compared OMol25 entry of this formula, charge and spin): 52.9 kcal/mol

=====

C6H4N2O5SV as an isolated structure at a distorted geometry. Source: the Open Molecules 2025 dataset; level of theory: ωB97M-V/def2-TZVPD.

Structure (XYZ):
```
19
Properties=species:S:1:pos:R:3
O 0.00 3.08 -1.45
C 0.00 1.93 -1.46
V 0.00 0.00 -1.53
O 0.00 0.00 -4.54
C 0.00 0.00 -3.39
C 0.00 -1.93 -1.46
O 0.00 -3.08 -1.45
C -1.93 0.00 -1.46
O -3.08 0.00 -1.45
C 1.93 0.00 -1.46
O 3.08 0.00 -1.45
N 0.00 -1.18 2.87
C 0.00 0.00 2.25
N 0.00 1.18 2.87
S 0.00 0.00 0.63
H 0.00 -1.23 3.88
H 0.00 -2.10 2.37
H 0.00 2.10 2.37
H 0.00 1.24 3.88
```

Values from the calculation:
- E: -56008.749 eV
- Frontier orbital gap (spin up / spin down): 9.1713 / 7.3739 eV
- HOMO (spin up / spin down): -17.30 / -18.12 eV
- Spin multiplicity: 4
- Relative energy (zero: lowest compared OMol25 entry of this formula, charge and spin): 0.0 kcal/mol
- Charge: +2

=====

C6H4N2O6Rh as an isolated structure at a distorted geometry. Source: the Open Molecules 2025 dataset; level of theory: ωB97M-V/def2-TZVPD.

Structure (XYZ):
```
19
Properties=species:S:1:pos:R:3
O 0.00 0.00 -5.01
C 0.00 0.00 -3.84
Rh 0.00 0.00 -1.88
O -1.58 -2.66 -1.12
C -1.01 -1.69 -1.36
C 1.01 1.70 -1.36
O 1.58 2.66 -1.12
C -1.70 1.01 -1.37
O -2.66 1.58 -1.12
C 1.70 -1.01 -1.37
O 2.66 -1.58 -1.12
N 0.00 1.17 2.81
C 0.00 0.00 2.12
N 0.00 -1.17 2.81
O 0.00 0.00 0.84
H 0.00 1.22 3.82
H 0.00 1.99 2.24
H 0.00 -1.99 2.24
H 0.00 -1.22 3.82
```

Values from the calculation:
- E: -24520.270 eV
- Frontier orbital gap (spin up / spin down): 9.3752 / 5.3022 eV
- HOMO (spin up / spin down): -20.61 / -22.05 eV
- Spin multiplicity: 5
- Relative energy (zero: lowest compared OMol25 entry of this formula, charge and spin): 0.0 kcal/mol
- Charge: +3

=====

C6H4N5O5Pb as an isolated structure at a distorted geometry. Source: the Open Molecules 2025 dataset; level of theory: ωB97M-V/def2-TZVPD.

Structure (XYZ):
```
21
Properties=species:S:1:pos:R:3
O -0.80 3.48 1.84
C -0.33 3.32 0.81
Pb -0.39 -1.07 -1.58
O -2.76 0.28 0.88
C -1.90 0.06 0.15
C -0.48 -3.51 -2.37
O -0.49 -4.62 -2.65
C 0.89 -0.36 -3.55
O 1.42 -0.25 -4.57
C -2.21 -0.44 -3.23
O -2.96 -0.19 -4.05
H 0.69 0.28 -2.25
N 0.66 1.47 3.59
N 0.81 0.61 2.50
N 1.87 -0.22 2.48
C 1.79 -0.73 1.24
N 0.78 -0.18 0.54
N 0.19 0.73 1.34
H -0.30 1.79 3.64
H 1.02 1.00 4.42
H 2.49 -1.46 0.83
```

Values from the calculation:
- E: -29180.223 eV
- Frontier orbital gap (spin up / spin down): 8.5019 / 4.6793 eV
- HOMO (spin up / spin down): -22.08 / -20.87 eV
- Spin multiplicity: 1
- Relative energy (zero: lowest compared OMol25 entry of this formula, charge and spin): 36.8 kcal/mol
- Charge: +3

=====

An isolated ion of composition C6H4NO2S and charge -1 at a distorted geometry. Source: the Open Molecules 2025 dataset; level of theory: ωB97M-V/def2-TZVPD.

Structure (XYZ):
```
14
Properties=species:S:1:pos:R:3
C 1.40 -0.52 0.92
C 0.59 0.12 0.28
C -2.60 1.16 -0.81
C -1.40 1.31 -0.08
C -1.47 -1.18 -1.82
C 2.64 -0.87 1.54
N -0.48 0.37 -0.33
O -1.19 2.29 0.71
O -0.65 -1.75 -2.41
S -2.61 0.07 -2.11
H -3.46 1.77 -0.91
H 3.53 -0.35 1.01
H 2.62 -0.42 2.58
H 3.07 -2.00 1.42
```

Values from the calculation:
- E: -22703.236 eV
- Frontier orbital gap (spin up / spin down): 6.2995 / 6.4760 eV
- HOMO (spin up / spin down): -3.40 / -3.41 eV
- Spin multiplicity: 1
- Charge: -1

=====

One molecule with the formula C6H4O at a distorted geometry. Source: the Open Molecules 2025 dataset; level of theory: ωB97M-V/def2-TZVPD.

Structure (XYZ):
```
11
Properties=species:S:1:pos:R:3
C -1.85 0.61 -0.08
C -0.62 -1.63 -1.51
C 0.05 -0.91 -0.72
C 0.51 -0.02 0.19
O -0.38 0.83 0.65
C 1.89 -0.03 0.60
C 3.07 -0.18 0.83
H -1.78 1.20 -0.99
H -2.37 1.06 0.75
H -2.30 -0.38 -0.34
H 4.12 -0.30 1.05
```

Values from the calculation:
- E: -8326.520 eV
- Frontier orbital gap: 8.4199 eV
- HOMO: -9.64 eV
- Spin multiplicity: 1
- Relative energy (zero: lowest compared OMol25 entry of this formula, charge and spin): 136.5 kcal/mol

=====

One molecule with the formula C6H4O at a distorted geometry. Source: the Open Molecules 2025 dataset; level of theory: ωB97M-V/def2-TZVPD.

Structure (XYZ):
```
11
Properties=species:S:1:pos:R:3
C 0.12 1.16 -0.79
C -0.02 1.11 -2.19
C -0.58 -1.43 -0.73
C 0.32 0.63 0.30
C -0.57 -1.05 -1.86
C 0.46 0.44 1.71
O -0.41 -0.03 -2.74
H -0.92 -1.99 0.19
H 1.39 -0.13 1.87
H -0.38 -0.17 2.16
H 0.58 1.45 2.08
```

Values from the calculation:
- E: -8325.790 eV
- Frontier orbital gap: 8.1486 eV
- HOMO: -8.57 eV
- Spin multiplicity: 1
- Relative energy (zero: lowest compared OMol25 entry of this formula, charge and spin): 153.4 kcal/mol

=====

> Which formula does entry 2 have?

C6H4N2O4

=====

> Among the records above, which one has the lowest E?

C6H4N2O5SV